# 1
The following is a DFT calculation (the ωB97M-V functional and the def2-TZVPD basis) of one molecule with the formula C5H8N2.

Last column: Mulliken charge in e.
CARTESIAN COORDINATES (ANGSTROEM)
C -1.301 -1.342 0.429  -0.939
N -0.112 -0.560 0.163  0.141
C 1.179 -0.987 0.328  -0.495
C 2.026 0.048 0.019  -0.499
C 1.216 1.155 -0.350  -0.634
C -0.097 0.753 -0.254  0.328
N -1.323 1.416 -0.506  -0.532
H -2.169 -0.725 0.193  0.338
H -1.318 -2.244 -0.191  0.305
H -1.341 -1.634 1.483  0.307
H 1.389 -1.999 0.647  0.389
H 3.107 0.015 0.054  0.395
H 1.549 2.138 -0.659  0.398
H -1.439 2.217 0.105  0.247
H -1.367 1.749 -1.462  0.253

The calculation puts the energy at -304.8230 Eh. As for the gap between HOMO and LUMO: 9.0 eV. The calculation puts the energy above the lowest of the compared OMol25 structures with the same formula, charge and spin at 0.340 eV. Its charge is 0. Its lowest unoccupied orbital energy is 1.0 eV. The value obtained for the HOMO energy is -7.993 eV.

# 2
The following is a DFT calculation (the ωB97M-V functional and the def2-TZVPD basis) of one molecule with the formula C5H8N2 in a non-equilibrium geometry.

Last column: Mulliken charge in e.
CARTESIAN COORDINATES (ANGSTROEM)
C -1.607 0.770 0.291  0.032
C -0.224 1.399 0.228  -0.533
C -0.145 -1.063 0.316  -0.625
C 0.642 0.279 0.492  0.639
C 1.938 0.257 -0.461  -1.468
N -1.927 -0.074 -0.867  -0.514
N -1.583 -0.691 0.379  -0.317
H -2.365 1.246 0.771  0.520
H 0.184 -1.402 -0.634  0.323
H 0.017 -1.965 1.021  0.286
H 1.131 0.427 1.541  0.251
H 2.261 1.285 -0.451  0.415
H 1.731 0.059 -1.497  0.433
H 2.870 -0.388 -0.236  0.303
H -2.923 -0.140 -0.893  0.255

The calculation puts the energy at -304.6058 Eh. As for the gap between HOMO and LUMO: 8.4 eV. The calculation puts the energy above the lowest of the compared OMol25 structures with the same formula, charge and spin at 6.251 eV. Its charge is 0. Its lowest unoccupied orbital energy is -0.6 eV. The value obtained for the HOMO energy is -8.913 eV.

# 3
The following is a DFT calculation (the ωB97M-V functional and the def2-TZVPD basis) of C5H8N2 as an isolated structure.

Last column: Mulliken charge in e.
CARTESIAN COORDINATES (ANGSTROEM)
C 2.377 -0.754 -1.062  -0.968
C -1.138 0.423 2.406  -0.222
C -0.456 -0.308 1.433  -0.407
C -1.028 0.375 0.328  0.951
N -1.174 -0.102 -0.933  -0.433
C -1.596 1.618 0.816  -0.730
N -1.394 1.702 2.123  -0.391
H 1.967 -1.743 -1.289  0.224
H 2.062 -0.043 -1.830  0.250
H 3.468 -0.820 -1.056  0.313
H -0.198 -1.355 1.435  0.371
H -2.073 0.030 -1.384  0.242
H -0.743 -0.995 -1.131  0.220
H -2.095 2.385 0.229  0.377
H 2.021 -0.412 -0.086  0.204

The calculation puts the energy at -304.6800 Eh. As for the gap between HOMO and LUMO (alpha / beta): 7.7 / 7.7 eV. The calculation puts the energy above the lowest of the compared OMol25 structures with the same formula, charge and spin at 4.230 eV. Its charge is 0. Its lowest unoccupied orbital energy (alpha / beta) is -0.7 / -0.5 eV. The value obtained for the HOMO energy (alpha / beta) is -8.425 / -8.206 eV.

# 4
The following is a DFT calculation (the ωB97M-V functional and the def2-TZVPD basis) of one molecule with the formula C5H8N2.

Last column: Mulliken charge in e.
CARTESIAN COORDINATES (ANGSTROEM)
C -2.447 -0.589 0.174  -1.038
C -1.049 -0.077 0.001  0.659
C -0.657 1.224 -0.387  -0.792
C 0.717 1.207 -0.336  -0.199
N 1.073 -0.042 0.047  0.705
C 2.405 -0.584 0.177  -0.721
N 0.012 -0.837 0.253  -0.978
H -3.098 -0.272 -0.649  0.296
H -2.882 -0.207 1.104  0.228
H -2.457 -1.680 0.223  0.311
H -1.304 2.036 -0.686  0.359
H 1.457 1.974 -0.534  0.353
H 3.121 0.191 -0.101  0.283
H 2.517 -1.441 -0.492  0.273
H 2.593 -0.902 1.207  0.262

The calculation puts the energy at -304.8187 Eh. As for the gap between HOMO and LUMO: 10.0 eV. The calculation puts the energy above the lowest of the compared OMol25 structures with the same formula, charge and spin at 0.457 eV. Its charge is 0. Its lowest unoccupied orbital energy is 1.0 eV. The value obtained for the HOMO energy is -8.936 eV.

# 5
The following is a DFT calculation (the ωB97M-V functional and the def2-TZVPD basis) of one molecule with the formula C5H8N2 in a non-equilibrium geometry.

Last column: Mulliken charge in e.
CARTESIAN COORDINATES (ANGSTROEM)
C -0.459 0.753 1.916  -1.106
C 0.456 0.871 0.666  0.129
C 0.742 -0.489 0.083  -0.818
N -0.485 -0.725 -0.686  -0.335
C -0.466 -1.067 -2.107  -0.210
C -0.421 0.326 -1.584  0.421
N 0.032 1.467 -1.299  -0.639
H -0.848 -0.270 2.038  0.338
H -1.319 1.425 1.916  0.297
H 0.103 0.971 2.846  0.311
H 1.290 1.550 0.838  0.410
H 1.634 -0.426 -0.556  0.328
H 0.832 -1.294 0.813  0.413
H 0.428 -1.545 -2.512  0.248
H -1.408 -1.509 -2.431  0.213

The calculation puts the energy at -304.6489 Eh. As for the gap between HOMO and LUMO: 9.2 eV. The calculation puts the energy above the lowest of the compared OMol25 structures with the same formula, charge and spin at 5.077 eV. Its charge is 0. Its lowest unoccupied orbital energy is 0.5 eV. The value obtained for the HOMO energy is -8.680 eV.

# 6
The following is a DFT calculation (the ωB97M-V functional and the def2-TZVPD basis) of C5H8N2 as an isolated structure in a non-equilibrium geometry.

Last column: Mulliken charge in e.
CARTESIAN COORDINATES (ANGSTROEM)
C 1.482 0.646 0.126  -0.410
C 1.425 -0.825 -0.138  -0.748
C -0.024 -0.771 0.380  0.217
C -2.090 -0.189 -0.055  0.009
C -0.054 0.562 -0.097  -0.192
H 2.021 1.211 -0.594  0.317
H 1.913 0.649 1.215  0.246
H 1.354 -1.242 -1.120  0.274
H 2.189 -1.387 0.334  0.362
H -0.221 -0.470 1.458  0.221
H -3.221 -0.132 -0.222  0.343
H -1.641 1.770 -0.238  0.291
H -0.188 0.509 -1.313  0.162
N -1.497 -1.308 0.029  -0.653
N -1.447 0.977 0.236  -0.440

The calculation puts the energy at -304.6821 Eh. As for the gap between HOMO and LUMO: 10.2 eV. The calculation puts the energy above the lowest of the compared OMol25 structures with the same formula, charge and spin at 4.175 eV. Its charge is 0. Its lowest unoccupied orbital energy is 1.0 eV. The value obtained for the HOMO energy is -9.232 eV.

# 7
The following is a DFT calculation (the ωB97M-V functional and the def2-TZVPD basis) of a 2-piece molecular cluster, C5H8N2 overall in a non-equilibrium geometry.

Last column: Mulliken charge in e.
CARTESIAN COORDINATES (ANGSTROEM)
C 3.879 -0.201 -0.102  0.080
C -2.001 -0.187 -0.068  0.463
C -3.263 0.430 -0.290  -0.862
C 1.565 0.537 -0.319  -0.650
C 0.282 -0.936 0.601  -0.516
N 2.833 0.196 -0.234  0.209
N -0.912 -0.544 0.172  0.112
H 4.880 -0.545 0.173  0.448
H -3.124 1.360 -0.755  0.344
H -4.008 -0.319 -0.639  0.341
H -3.614 0.834 0.841  0.362
H 1.103 0.634 -1.369  0.393
H 1.287 1.343 0.303  0.434
H 0.507 -0.794 1.641  0.421
H 0.586 -1.809 0.046  0.422

The calculation puts the energy at -303.9983 Eh. As for the gap between HOMO and LUMO: 9.1 eV. The calculation puts the energy above the lowest of the compared OMol25 structures with the same formula, charge and spin at 1.852 eV. Its charge is +2. Its lowest unoccupied orbital energy is -9.9 eV. The value obtained for the HOMO energy is -18.952 eV.

# 8
The following is a DFT calculation (the ωB97M-V functional and the def2-TZVPD basis) of C5H8N2O as an isolated structure in a non-equilibrium geometry.

Last column: Mulliken charge in e.
CARTESIAN COORDINATES (ANGSTROEM)
C 0.365 1.434 -0.130  -0.718
C -0.366 0.037 1.089  0.404
N 0.567 -0.887 1.490  -0.387
C -0.509 0.349 -0.543  0.619
C 0.002 -0.783 -1.349  -0.648
C 1.166 -0.782 -1.988  -0.636
O -0.183 2.552 0.273  -0.267
N -1.307 0.554 1.783  -0.634
H -1.163 2.453 0.429  0.321
H 0.280 -1.610 2.133  0.230
H 1.312 -1.096 0.846  0.274
H -1.240 0.307 2.770  0.227
H -1.539 0.637 -0.791  0.312
H -0.653 -1.646 -1.411  0.321
H 1.799 0.094 -1.993  0.301
H 1.469 -1.615 -2.607  0.280

The calculation puts the energy at -379.9271 Eh. As for the gap between HOMO and LUMO: 8.4 eV. The calculation puts the energy above the lowest of the compared OMol25 structures with the same formula, charge and spin at 4.382 eV. Its charge is 0. Its lowest unoccupied orbital energy is 0.4 eV. The value obtained for the HOMO energy is -8.044 eV.

What is the formula in the sixth record? C5H8N2